# 1
Molecular formula: C32H40ClN2OSSiTeV
Method: DFT, the ωB97M-V functional and the def2-TZVPD basis

Computed properties:
- HOMO level (spin up / spin down) (eV) = -7.0 / -7.1
- LUMO level (spin up / spin down) (eV) = -1.59 / -1.41
- orbital gap (spin up / spin down) (eV) = 5.43 / 5.64
- <S²> = 2.2723
- multiplicity = 3
- DFT total energy (eV) = -103074.5591

Geometry as XYZ:
```
80
Properties=species:S:1:pos:R:3:forces:R:3
V -1.087238 -0.008506 0.246791 0.4 2.0 1.2
Cl -1.285948 -0.022861 7.887915 -0.1 -0.5 2.9
C -1.325832 0.441535 6.297495 -0.1 -1.2 -1.4
C -1.075000 1.794771 6.000841 0.0 -0.1 -1.1
C -0.764642 2.114309 4.699343 -0.6 0.3 0.8
C -0.733879 1.086768 3.689310 1.2 -1.8 -1.8
O -0.138043 1.166620 2.551622 -1.6 0.5 1.2
C -1.375507 -0.217417 4.043045 -0.5 -0.1 -3.0
C -1.828070 -1.142384 3.017356 1.9 0.4 -0.2
N -1.368832 -1.294447 1.748210 -0.1 -1.2 0.3
C -1.515265 -2.605617 1.135536 -0.8 -0.2 1.2
C -1.294450 -3.850792 1.748968 0.3 1.2 -0.4
C -1.638640 -5.074181 1.108142 0.4 -0.1 0.7
C -2.298604 -5.096877 -0.087813 -0.2 0.0 0.4
C -2.549619 -3.849805 -0.689647 -0.1 0.0 -0.7
C -3.291101 -3.780418 -1.871832 -0.1 0.7 -1.4
C -3.540661 -2.540654 -2.426171 -0.4 -0.7 0.0
C -3.046281 -1.367784 -1.857896 1.1 0.2 0.8
N -2.238112 -1.374455 -0.781883 -1.6 -2.1 -0.8
C -2.089923 -2.632258 -0.161830 0.3 1.4 0.1
C -1.533049 -0.572530 5.373509 -0.8 1.4 1.7
H -1.166943 2.525860 6.822235 0.3 -0.4 -0.7
H -0.647269 3.162991 4.479748 0.4 0.0 -0.5
H -2.607310 -1.863537 3.251556 0.3 -0.3 0.7
H -0.775220 -3.876796 2.710551 -0.3 0.0 -0.2
H -1.363553 -5.975886 1.658999 -0.3 0.1 -0.3
H -2.730093 -5.981975 -0.583527 0.6 0.4 0.5
H -3.610073 -4.683861 -2.422515 0.1 0.5 0.6
H -4.131844 -2.465424 -3.322432 -0.1 0.1 -0.1
H -3.285954 -0.420112 -2.331938 0.3 0.0 0.2
H -1.857939 -1.555286 5.762644 0.3 0.6 -0.6
Te -3.009517 1.998559 0.891245 0.3 -0.2 -0.2
C -3.158141 3.449076 -0.629801 0.0 0.1 -0.9
C -3.606174 3.203369 -1.936240 0.4 -1.2 2.5
C -3.545735 4.291757 -2.772092 0.6 2.7 0.4
C -3.048602 5.429944 -2.118367 -0.1 -1.3 -0.2
S -2.640862 5.126130 -0.444939 -0.7 -1.4 -1.6
H -3.949533 2.206039 -2.189957 -0.1 0.2 -0.1
H -3.895997 4.320857 -3.788252 0.1 0.0 -0.2
H -2.795007 6.354329 -2.601763 -0.2 0.3 0.1
C 2.062987 -2.474825 -1.168043 0.1 -0.1 -0.9
C 1.812377 -1.161228 -1.994679 0.3 -0.5 0.7
C 3.052326 -0.890440 -2.871175 0.0 -0.2 -0.5
C 0.660981 -1.450763 -2.958386 -0.5 -1.1 0.5
Si 1.408008 0.281408 -0.733740 0.6 -0.4 0.1
C 1.531648 1.932510 -1.714255 -1.1 0.9 1.1
C 0.767884 3.028376 -0.846834 0.5 -0.3 0.0
C 2.948229 2.436473 -1.970804 0.3 0.0 -0.4
C 0.780358 1.823772 -3.045409 -0.6 0.5 0.3
C 2.781960 0.205150 0.711917 -0.7 0.2 -0.7
C 4.185848 -0.069179 0.139184 -0.3 -0.1 0.3
C 2.802173 1.520842 1.467003 0.4 1.4 -0.2
C 2.481397 -0.855453 1.756096 -0.2 -0.7 0.6
H 2.385605 -3.295018 -1.850975 -0.4 0.4 0.1
H 1.162221 -2.829147 -0.633750 0.3 0.2 -0.1
H 2.898459 -2.372424 -0.475660 -0.3 0.0 0.0
H 3.122014 -1.723204 -3.597984 0.0 0.3 0.1
H 4.020184 -0.881182 -2.361732 -0.3 0.1 0.2
H 2.951486 0.050708 -3.441883 0.1 -0.6 0.2
H 0.901861 -2.369419 -3.521071 0.0 0.1 0.1
H 0.502410 -0.693796 -3.712849 -0.3 0.2 0.1
H -0.273642 -1.675130 -2.388886 0.5 0.3 -0.6
H 0.941294 2.928390 0.244345 -0.1 0.0 -0.6
H -0.319913 3.031519 -0.999066 0.2 -0.2 -0.1
H 1.136021 4.018499 -1.143665 -0.1 0.0 0.0
H 3.495263 2.710541 -1.080200 0.0 0.0 0.4
H 2.955973 3.350500 -2.591666 -0.2 -0.3 0.0
H 3.539344 1.669427 -2.469948 0.1 0.2 -0.1
H -0.315990 1.692170 -2.878601 0.7 -0.1 -0.1
H 1.139028 1.010759 -3.664100 0.1 0.2 -0.2
H 0.891675 2.781177 -3.578300 0.0 -0.2 -0.1
H 4.513005 0.676806 -0.594247 -0.1 -0.3 0.0
H 4.232321 -1.096385 -0.253559 0.3 0.6 0.0
H 4.869569 -0.008836 0.991806 0.2 -0.1 0.0
H 2.951703 2.383548 0.776708 0.0 -0.5 0.6
H 3.670587 1.517929 2.145068 -0.2 0.0 0.0
H 1.901192 1.728048 2.067797 0.3 -0.3 -0.4
H 2.328304 -1.864122 1.322724 -0.1 0.5 0.4
H 1.610974 -0.546990 2.375100 0.4 -0.4 -0.4
H 3.357338 -0.940062 2.437555 -0.4 0.1 -0.2
```
Forces are in eV/Å.

Löwdin charges, unit e, in atom order: number 1, V, carries 0.556; number 2, Cl, carries 0.720; number 3, C, carries -0.762; number 4, C, carries -0.092; number 5, C, carries 0.006; number 6, C, carries -0.351; number 7, O, carries -0.153; number 8, C, carries -0.139; number 9, C, carries -0.018; number 10, N, carries -0.072; number 11, C, carries -0.196; number 12, C, carries 0.010; number 13, C, carries -0.059; number 14, C, carries -0.026; number 15, C, carries -0.172; number 16, C, carries 0.017; number 17, C, carries -0.034; number 18, C, carries -0.082; number 19, N, carries -0.012; number 20, C, carries -0.145; number 21, C, carries -0.092; number 22, H, carries 0.118; number 23, H, carries 0.113; number 24, H, carries 0.135; number 25, H, carries 0.123; number 26, H, carries 0.113; number 27, H, carries 0.128; number 28, H, carries 0.137; number 29, H, carries 0.109; number 30, H, carries 0.120; number 31, H, carries 0.122; number 32, Te, carries 0.806; number 33, C, carries -1.025; number 34, C, carries -0.292; number 35, C, carries -0.210; number 36, C, carries -0.408; number 37, S, carries 0.899; number 38, H, carries 0.076; number 39, H, carries 0.094; number 40, H, carries 0.048; number 41, C, carries -0.102; number 42, C, carries -0.620; number 43, C, carries -0.097; number 44, C, carries -0.120; number 45, Si, carries 0.841; number 46, C, carries -0.622; number 47, C, carries -0.095; number 48, C, carries -0.104; number 49, C, carries -0.106; number 50, C, carries -0.627; number 51, C, carries -0.093; number 52, C, carries -0.118; number 53, C, carries -0.115; number 54, H, carries 0.090; number 55, H, carries 0.072; number 56, H, carries 0.038; number 57, H, carries 0.087; number 58, H, carries 0.067; number 59, H, carries 0.064; number 60, H, carries 0.085; number 61, H, carries 0.055; number 62, H, carries 0.058; number 63, H, carries 0.062; number 64, H, carries 0.037; number 65, H, carries 0.083; number 66, H, carries 0.059; number 67, H, carries 0.091; number 68, H, carries 0.055; number 69, H, carries 0.087; number 70, H, carries 0.037; number 71, H, carries 0.092; number 72, H, carries 0.071; number 73, H, carries 0.060; number 74, H, carries 0.081; number 75, H, carries 0.065; number 76, H, carries 0.089; number 77, H, carries 0.062; number 78, H, carries 0.060; number 79, H, carries 0.069; number 80, H, carries 0.093

=====

# 2
Molecular formula: C3H10N2
Method: DFT, the ωB97M-V functional and the def2-TZVPD basis

Computed properties:
- HOMO level (eV) = -7.9
- LUMO level (eV) = 1.18
- SMILES string = CCNCN
- orbital gap (eV) = 9.07
- DFT total energy (eV) = -6252.4996

Geometry as XYZ:
```
15
Properties=species:S:1:pos:R:3:forces:R:3
C 1.158695 -0.413594 1.781955 1.1 0.4 -1.4
C 1.313755 0.057995 0.277701 -0.9 -1.0 1.0
N 0.126644 -0.330250 -0.462005 -0.3 -0.4 0.2
C -0.928923 0.553900 -0.918263 2.1 1.8 0.6
N -2.024193 -0.212917 -1.394223 0.2 0.1 -1.0
H 0.697521 -1.401781 1.765034 -0.1 0.2 0.1
H 2.170263 -0.532904 2.253751 -1.0 0.6 0.0
H 0.506471 0.350063 2.195683 0.1 -0.3 0.9
H 2.231684 -0.397535 -0.082500 0.0 0.0 -0.6
H 1.407836 1.132722 0.211391 0.3 0.4 0.1
H 0.137870 -1.189835 -0.980862 0.2 0.0 -0.1
H -1.195322 1.320918 -0.155688 0.1 -0.8 0.4
H -0.494179 1.263128 -1.676821 -0.8 -0.8 -0.4
H -2.448857 0.314689 -2.144258 -0.6 -0.4 0.2
H -2.659265 -0.514598 -0.670895 -0.1 0.2 -0.1
```
Forces are in eV/Å.

Löwdin charges, unit e, in atom order: number 1, C, carries -0.097; number 2, C, carries -0.274; number 3, N, carries -0.103; number 4, C, carries -0.375; number 5, N, carries 0.008; number 6, H, carries 0.057; number 7, H, carries 0.071; number 8, H, carries 0.055; number 9, H, carries 0.094; number 10, H, carries 0.096; number 11, H, carries 0.101; number 12, H, carries 0.111; number 13, H, carries 0.115; number 14, H, carries 0.068; number 15, H, carries 0.073

=====

# 3
Molecular formula: C4H12O3
Method: DFT, the ωB97M-V functional and the def2-TZVPD basis

Computed properties:
- HOMO level (eV) = -8.8
- LUMO level (eV) = 0.48
- SMILES string = C=CC=C.O.O.O
- orbital gap (eV) = 9.32
- DFT total energy (eV) = -10482.0870

Geometry as XYZ:
```
19
Properties=species:S:1:pos:R:3:forces:R:3
C -0.249116 1.374344 -5.011474 0.7 -0.6 0.7
C -0.962659 1.440471 -3.873780 -2.9 -0.5 -1.1
C -1.486402 0.222824 -3.242716 -0.2 -1.2 -0.5
C -1.969939 0.168525 -2.000049 0.7 1.3 0.1
H -0.247507 0.424216 -5.542362 0.7 -0.2 0.4
H 0.536401 2.067729 -5.280915 -0.8 0.7 -0.6
H -1.681392 2.230967 -3.627762 1.7 1.1 0.8
H -1.416229 -0.710900 -3.801875 0.8 0.0 0.2
H -1.823823 -0.661127 -1.327252 -0.9 -0.5 -0.3
H -2.246656 1.122182 -1.552646 0.3 -0.1 0.3
H -0.802451 1.658178 0.601868 -0.1 0.3 0.0
H -0.777179 2.300216 2.037871 -0.1 0.2 -0.3
O -0.661644 1.491291 1.535857 0.2 -0.5 0.3
H 1.050867 -0.009691 4.841706 -0.3 0.0 0.1
H 1.950785 -1.076237 5.363855 -0.1 -0.4 0.2
O 1.031496 -0.792055 5.406446 0.3 0.4 -0.2
H 3.511745 -2.491922 3.613741 -0.1 -0.3 -0.1
H 2.971915 -3.831315 3.076165 0.0 0.1 -0.1
O 2.988086 -3.266297 3.852835 0.1 0.2 0.2
```
Forces are in eV/Å.

Löwdin charges, unit e, in atom order: number 1, C, carries 0.009; number 2, C, carries -0.202; number 3, C, carries -0.219; number 4, C, carries -0.004; number 5, H, carries 0.056; number 6, H, carries 0.053; number 7, H, carries 0.111; number 8, H, carries 0.100; number 9, H, carries 0.059; number 10, H, carries 0.050; number 11, H, carries 0.015; number 12, H, carries 0.031; number 13, O, carries -0.057; number 14, H, carries 0.031; number 15, H, carries 0.018; number 16, O, carries -0.059; number 17, H, carries 0.033; number 18, H, carries 0.033; number 19, O, carries -0.057

=====

# 4
Molecular formula: CH5N2O
Method: DFT, the ωB97M-V functional and the def2-TZVPD basis

Computed properties:
- HOMO level (eV) = -2.6
- LUMO level (eV) = 4.27
- orbital gap (eV) = 6.92
- DFT total energy (eV) = -6143.2117
- total charge = -1

Geometry as XYZ:
```
9
Properties=species:S:1:pos:R:3:forces:R:3
C 0.975520 -0.010785 0.636622 -4.9 -2.0 2.0
N -0.692119 -1.057494 -0.807057 -0.4 -1.0 -0.8
N 0.458123 -0.938628 -0.452346 2.4 0.5 -0.8
O -3.023081 0.362320 0.435373 0.5 -0.5 0.0
H 0.076357 0.646556 0.995798 1.6 -1.0 -0.3
H 1.122933 -0.917605 1.353412 0.3 2.2 -0.4
H 1.839285 0.577071 0.483830 1.0 0.1 -0.8
H -3.028408 -0.473991 0.931146 -0.2 0.3 -0.1
H -1.484174 -0.519534 -0.428613 -0.4 1.4 1.1
```
Forces are in eV/Å.

Löwdin charges, unit e, in atom order: number 1, C, carries -0.140; number 2, N, carries 0.021; number 3, N, carries -0.214; number 4, O, carries -0.643; number 5, H, carries 0.086; number 6, H, carries 0.083; number 7, H, carries 0.015; number 8, H, carries -0.190; number 9, H, carries -0.018

=====

It is found that the ΔE to the lowest compared entry with this formula, charge and spin values, taken in the order of the records, are 0.00 21.42 70.38 71.20 kcal per mole.